Here is the molecule C3H5N3OS at a distorted geometry from the OMol25 dataset. Energies are from ωB97M-V/def2-TZVPD.

Calculated values
- Energy relative to the best compared isomer or geometry (same formula, charge and spin): 89.9 kcal/mol
- Gap between HOMO and LUMO: 0.3520 Ha
- 2S+1: 1
- SMILES string: N/N=C1/CC(=O)SN1
- Highest occupied orbital energy: -9.21 eV

Geometry (Å):
H  -2.7728  -0.6831  -1.5745
C  0.8816  1.1419  -0.0231
H  0.4461  2.1684  0.2257
N  -1.9887  -1.1150  -0.8539
N  -1.0255  -0.1213  -1.2545
N  -0.0041  -1.0277  0.5596
C  -0.1880  0.0782  -0.4009
H  -1.6157  -2.0089  -1.3067
H  1.5612  1.0764  -0.8764
C  1.8085  0.7428  1.1296
O  2.7789  1.4725  1.3066
S  1.0694  -0.7039  1.9042
H  -0.9510  -1.0204  1.1644

Atomic partial charges in e from the natural (NBO) method, atoms 1 to 6: 0.379 -0.576 0.275 -0.685 -0.329 -0.792

=====

Here is the molecule C7H14 from the OMol25 dataset. Energies are from ωB97M-V/def2-TZVPD.

Calculated values
- Energy relative to the best compared isomer or geometry (same formula, charge and spin): 18.6 kcal/mol
- Gap between HOMO and LUMO: 0.3855 Ha
- 2S+1: 1
- SMILES string: C[C@@H]1[C@H](C)C1(C)C
- Highest occupied orbital energy: -9.43 eV

Geometry (Å):
C  -0.6611  1.4884  0.6044
H  -1.0095  -1.9821  1.9153
H  2.3917  1.0586  -0.4251
C  -0.5488  0.3533  -0.3917
H  -0.9258  1.3834  -2.2433
H  -0.2918  1.2146  1.5972
H  -1.3331  -0.3321  -2.2940
H  0.3563  -0.8768  2.1275
C  -1.3616  0.5617  -1.6590
C  2.0088  0.1577  0.0688
H  0.9561  -0.5784  -1.6997
H  -2.4124  0.8062  -1.4645
C  0.7711  -0.3211  -0.6558
H  -0.1058  2.3736  0.2687
H  0.6111  -2.4584  1.4037
H  -0.9227  -1.7680  -0.5508
H  1.8005  0.4281  1.1077
H  2.8072  -0.5917  0.0718
C  -0.0894  -1.6123  1.4515
C  -0.3283  -1.0832  0.0498
H  -1.7125  1.7784  0.7174

Atomic partial charges in e from the natural (NBO) method, atoms 1 to 6: -0.608 0.212 0.211 -0.055 0.206 0.210

=====

Here is a 8-piece molecular cluster, C16H48O8 overall at a distorted geometry from the OMol25 dataset. Energies are from ωB97M-V/def2-TZVPD.

Calculated values
- Energy relative to the best compared isomer or geometry (same formula, charge and spin): 0.0 kcal/mol
- Gap between HOMO and LUMO (spin up / spin down): 0.0620 / 0.3561 Ha
- 2S+1: 2
- Total charge: -1
- Highest occupied orbital energy (spin up / spin down): 0.63 / -7.41 eV

Geometry (Å):
C  11.1697  2.7949  4.4196
H  18.2267  -2.5521  11.2766
H  15.7168  1.1103  13.4789
H  15.7438  1.8788  4.5304
H  18.6201  -0.0933  11.7152
H  17.0587  2.2545  11.4597
H  11.3287  2.1950  3.5235
H  14.5841  -2.8096  9.5414
H  11.6509  1.7119  10.6565
H  15.4520  -3.9007  7.3409
C  14.6272  1.1795  8.0634
H  9.8260  3.2610  8.6968
H  15.1055  3.8283  10.8173
C  16.4193  2.6840  4.8193
H  12.8070  1.0724  8.8121
H  17.2186  -1.5573  10.2478
H  17.8346  -0.8563  13.1785
C  10.4383  2.4142  9.0070
H  19.0668  3.0042  11.2571
H  15.6853  -1.6475  11.9405
C  16.0946  3.9260  10.3697
H  14.7208  2.2624  7.9821
H  14.4404  1.0597  14.7614
H  17.1973  3.8479  12.2203
H  15.2138  -0.4108  14.1541
H  14.0990  0.1280  10.8155
H  16.2271  3.5312  4.1611
O  18.4306  3.4473  10.6910
H  13.7585  1.5971  12.3939
H  18.3980  2.0700  6.4596
O  18.2554  1.4565  5.7352
H  18.0184  1.5477  3.7739
H  16.7152  0.6824  7.6780
H  13.2767  2.5891  5.0142
C  12.5769  3.3685  4.7127
H  11.7818  3.4556  10.3267
H  14.1776  0.8345  7.1323
H  15.1792  -4.9741  8.6431
H  10.6073  1.1444  5.2404
H  10.3208  2.8585  11.0829
C  13.9648  -3.1365  8.7061
H  18.5171  3.1176  4.5630
O  16.2904  -2.3924  11.9160
H  16.3809  1.0015  9.3931
H  16.2710  4.9867  10.1917
O  10.7469  2.0511  5.5232
H  13.7499  -2.3392  7.9946
H  12.9218  0.0873  12.9651
C  17.1580  3.3225  11.2661
H  16.1264  3.4221  9.4037
H  13.0422  3.9606  3.9246
H  9.7340  1.5824  9.0176
H  16.2454  3.0145  5.8433
H  13.0345  -3.4702  9.1659
H  14.2238  -5.2277  6.3029
C  11.1001  2.6059  10.3639
H  10.4439  3.5794  4.2054
H  16.9429  0.1527  12.0886
C  17.4292  -1.8092  11.2872
O  11.5147  2.0823  8.1462
C  17.8856  2.2306  4.6130
H  11.2272  2.1695  7.2345
O  14.4766  -0.1741  11.6447
C  15.9972  0.5365  8.4850
C  14.8514  0.5783  13.8740
H  12.5066  4.0984  5.5192
C  13.8718  0.5648  12.7249
O  13.6951  0.8157  9.0709
H  15.9266  -0.5384  8.6512
O  13.7499  -5.0956  7.1272
C  17.7406  -0.5892  12.1259
C  14.6517  -4.3133  7.9552

Atomic partial charges in e from the Löwdin method, atoms 1 to 6: -0.458 0.108 0.055 0.059 0.071 0.081

=====

Here is the molecule CH4N2S at a distorted geometry from the OMol25 dataset. Energies are from ωB97M-V/def2-TZVPD.

Calculated values
- Energy relative to the best compared isomer or geometry (same formula, charge and spin): 87.9 kcal/mol
- Gap between HOMO and LUMO: 0.3195 Ha
- 2S+1: 1
- Highest occupied orbital energy: -7.89 eV

Geometry (Å):
S  1.5162  1.6518  -0.2114
H  -1.8157  -0.8039  0.8637
C  -1.0155  -1.0952  0.3491
N  1.0765  -0.0024  -0.3010
H  -1.0288  -2.0367  -0.2894
H  -0.4408  0.5703  0.8907
N  -0.0794  -0.1237  0.2305
H  1.7875  1.8397  -1.5322

Atomic partial charges in e from the natural (NBO) method, atoms 1 to 6: 0.091 0.178 -0.279 -0.484 0.203 0.369

=====

The lowest energy relative to the best compared isomer or geometry (same formula, charge and spin) belongs to which entry? C16H48O8

=====

Among the records above, which one has the highest energy relative to the best compared isomer or geometry (same formula, charge and spin)? C3H5N3OS